# 1
{"formula": "C13H26NO5", "method": "ωB97M-V/def2-TZVPD", "charge": -1, "energy_ha": -941.77688, "species": ["C", "C", "C", "O", "O", "C", "C", "N", "C", "C", "C", "C", "C", "H", "H", "H", "H", "H", "H", "H", "H", "H", "H", "H", "H", "H", "H", "H", "H", "H", "H", "H", "H", "C", "O", "C", "O", "O", "C", "H", "H", "H", "H", "H", "H"], "xyz": [[1.443716, -3.040904, -0.728957], [2.066472, -1.665199, -1.296712], [1.048377, -0.841611, -2.206726], [0.774788, -1.295573, -3.344678], [0.477363, 0.358769, -1.738581], [-0.200281, 0.155986, -0.441473], [-1.402601, 1.213373, -0.330149], [-2.681502, 0.664724, 0.161896], [-2.500473, -0.138435, 1.394384], [-2.787425, -1.698343, 1.041831], [-3.040559, -1.997750, -0.505826], [-2.837972, -3.610856, -0.697137], [-4.533311, -1.682233, -0.999992], [2.125213, -3.450662, 0.100719], [0.385574, -2.908276, -0.318640], [1.392500, -3.779114, -1.608470], [3.044840, -1.862604, -1.864981], [2.363896, -0.997102, -0.410137], [0.578812, 0.454898, 0.356558], [-0.488059, -0.923359, -0.244209], [-1.113733, 2.174763, 0.257124], [-1.604964, 1.583259, -1.405998], [-1.497450, 0.027116, 1.928157], [-3.311733, 0.191445, 2.153650], [-3.732817, -2.047571, 1.606848], [-1.941253, -2.370566, 1.432347], [-2.299986, -1.518067, -1.217501], [-3.004170, -4.109987, 0.310863], [-1.787568, -3.814037, -1.086595], [-3.621535, -4.019121, -1.433061], [-4.659848, -0.550030, -1.144506], [-5.343792, -2.010912, -0.272557], [-4.723609, -2.168155, -2.025136], [3.078271, 3.124726, -0.942333], [3.544488, 4.160372, -0.075449], [3.617851, 3.805292, 1.215367], [3.333344, 2.727262, 1.671532], [4.065688, 4.863492, 1.913341], [4.193244, 4.626206, 3.312865], [3.059698, 3.521976, -1.957252], [3.756138, 2.268832, -0.919066], [2.064487, 2.822063, -0.672062], [4.915574, 3.829879, 3.504679], [3.223914, 4.382166, 3.752426], [4.560393, 5.543869, 3.773595]], "forces_ev_per_angstrom": [[0.250, 0.117, -0.681], [-0.031, 0.775, 1.192], [-0.582, -1.093, -2.328], [0.896, 1.816, 3.501], [0.718, -2.952, -0.599], [0.926, 1.553, 1.891], [-1.768, -0.285, -0.624], [1.743, 0.139, 0.676], [-1.080, 0.631, -0.805], [-0.038, -0.010, 0.320], [-0.666, -1.800, -0.171], [-0.407, 0.607, 0.062], [0.334, 1.092, -0.448], [-1.045, 0.553, -1.304], [1.548, -0.086, -0.523], [0.038, 0.963, 1.447], [-1.697, 0.221, 0.524], [-0.515, -0.949, -1.194], [-0.991, -0.677, -0.975], [0.057, 1.434, -0.612], [0.495, -1.255, -0.539], [0.442, -0.519, 1.447], [-0.961, -0.492, -0.560], [1.081, -0.613, -0.756], [1.316, 0.403, -0.833], [-0.933, 0.783, -0.594], [-1.089, -0.199, 1.136], [0.305, 0.356, -1.304], [-1.315, -0.004, 0.564], [1.318, 0.480, 0.974], [0.326, -1.588, 0.382], [1.121, 0.130, -0.755], [0.265, 0.540, 1.490], [-0.286, -0.369, -0.354], [0.167, 0.095, 0.490], [-0.122, -0.043, -0.288], [0.192, 0.369, -0.059], [-0.033, -0.088, -0.158], [0.025, -0.002, 0.358], [0.085, 0.201, 0.221], [-0.145, 0.029, 0.135], [0.165, -0.099, 0.047], [-0.198, -0.040, -0.024], [0.128, -0.145, -0.076], [-0.037, 0.022, -0.296]]}

---

# 2
{"formula": "BH16O6", "method": "ωB97M-V/def2-TZVPD", "charge": -1, "energy_ha": -485.89380, "species": ["B", "H", "H", "H", "H", "O", "H", "H", "O", "H", "H", "O", "H", "H", "O", "H", "H", "O", "H", "H", "O", "H", "H"], "xyz": [[-4.531781, -27.914758, 10.699368], [-5.505525, -27.790839, 11.406820], [-3.468430, -27.962330, 11.352808], [-4.611406, -28.830833, 9.941866], [-4.470535, -26.866175, 10.099737], [-4.582112, -23.562684, 10.104358], [-4.682644, -22.665802, 9.808609], [-4.814707, -24.124284, 9.353047], [-7.276615, -25.608476, 13.448566], [-7.637560, -26.470638, 13.210022], [-6.383259, -25.497006, 13.128243], [-1.980214, -25.884547, 12.959765], [-2.553781, -26.359029, 12.354413], [-1.157771, -26.358394, 12.853649], [-2.633274, -27.710271, 8.071489], [-2.329789, -26.756403, 7.864075], [-3.155131, -27.597632, 8.885934], [-6.605071, -27.453881, 8.089856], [-5.708402, -27.495058, 8.432961], [-7.172745, -27.191400, 8.871959], [-4.831990, -25.178408, 12.462993], [-4.514475, -25.962146, 12.043531], [-4.971322, -24.697420, 11.633852]], "forces_ev_per_angstrom": [[0.494, 0.410, 0.651], [-0.152, -0.228, 0.233], [-0.296, -0.109, -0.005], [-0.016, -0.433, -0.297], [0.060, 0.627, -0.617], [0.038, -0.654, -0.100], [-0.124, 0.546, -0.178], [0.045, 0.035, 0.114], [-1.872, 0.034, 0.802], [0.622, 0.251, -0.134], [0.982, -0.340, -0.566], [0.235, 0.166, 0.131], [-0.438, -0.149, -0.187], [0.412, -0.134, 0.068], [0.847, 2.542, -0.608], [-0.769, -2.410, 0.551], [-0.068, -0.178, 0.053], [-1.524, 0.671, 0.847], [0.217, -0.137, 0.466], [1.315, -0.566, -1.264], [-0.225, 1.044, -0.277], [0.349, -1.793, -0.015], [-0.132, 0.803, 0.333]]}

---

# 3
{"formula": "C4H10N2O", "method": "ωB97M-V/def2-TZVPD", "energy_ha": -343.03946, "species": ["C", "N", "C", "O", "N", "C", "C", "H", "H", "H", "H", "H", "H", "H", "H", "H", "H"], "xyz": [[-0.587142, 0.073728, -1.630367], [0.813052, 1.417019, -1.011936], [0.921426, 1.005226, 0.225964], [1.559108, 1.328675, 1.220411], [-0.026810, -0.140167, 0.269540], [-1.111513, 0.085575, 1.216274], [0.670271, -1.397193, 0.509585], [-0.757517, -1.008277, -1.589386], [-1.495606, 0.633370, -1.428646], [-0.181455, 0.321475, -2.607493], [1.403724, 2.194862, -1.293011], [-1.822243, -0.746499, 1.167657], [-1.625789, 1.016300, 0.957842], [-0.710804, 0.176644, 2.233724], [1.445697, -1.524058, -0.251753], [1.141767, -1.385045, 1.499787], [-0.038972, -2.229769, 0.444799]], "forces_ev_per_angstrom": [[-0.276, -0.185, -0.141], [0.244, 0.183, 0.200], [0.020, 0.071, -0.084], [-0.167, -0.086, -0.237], [0.039, 0.012, 0.071], [-0.100, 0.038, 0.016], [0.055, -0.092, -0.039], [0.025, 0.147, 0.025], [0.158, -0.090, -0.005], [-0.020, -0.020, 0.205], [-0.023, -0.034, 0.029], [0.112, 0.113, 0.022], [0.079, -0.125, 0.046], [-0.066, -0.039, -0.129], [-0.098, 0.013, 0.114], [-0.082, -0.023, -0.126], [0.100, 0.118, 0.032]]}

---

Computed frontier orbital gap, in the same sequence as the records: 4.2; 9.1; 9.1 eV.